(1)
This record from OMol25 describes an isolated molecule of CH3NO3S. The level of theory is ωB97M-V/def2-TZVPD.

Each line ends with the natural charge from an NBO analysis.
Atoms and positions in Å:
S1 1.253 0.314 0.306  0.83
O1 0.222 -0.948 0.318  -0.68
O2 1.429 -1.785 -1.490  -0.53
O3 0.189 1.433 -0.155  -0.58
N1 -0.769 1.910 0.897  -0.51
C1 0.543 -1.869 -0.674  0.64
H1 -1.342 1.020 1.035  0.34
H2 -0.117 -2.667 -0.579  0.13
H3 -1.407 2.592 0.344  0.35

Summary:
E_tot = -718.45830 a.u.
HOMO-LUMO gap = 9.83 eV
charge = 0
SMILES = NOSOC=O
spin multiplicity = 1
HOMO = -9.1 eV

=====

(2)
This record from OMol25 describes a cluster of 2 separate species, CH3NO3S in total. The level of theory is ωB97M-V/def2-TZVPD.

Each line ends with the natural charge from an NBO analysis.
Atoms and positions in Å:
S1 -0.607 -1.498 0.989  0.01
O1 1.553 0.055 -1.870  -0.37
O2 -0.565 0.627 -1.884  -0.40
O3 -0.010 1.102 1.138  -0.63
N1 0.448 0.145 -1.451  0.46
C1 0.426 -0.105 0.724  0.02
H1 1.558 -0.126 0.748  0.25
H2 -0.967 1.015 1.219  0.49
H3 -1.837 -1.216 0.387  0.17

Summary:
E_tot = -718.39671 a.u.
HOMO-LUMO gap (alpha / beta) = 8.19 / 8.20 eV
charge = 0
spin multiplicity = 1
HOMO (alpha / beta) = -8.5 / -8.6 eV

=====

(3)
This record from OMol25 describes a cluster of 2 separate species, CH3NO4S in total. The level of theory is ωB97M-V/def2-TZVPD.

Each line ends with the natural charge from an NBO analysis.
Atoms and positions in Å:
S1 1.960 1.441 -1.415  1.66
O1 -1.826 -0.620 0.589  -0.32
O2 -1.458 -0.149 -1.483  -0.37
O3 2.670 0.227 -1.669  -0.82
O4 1.739 1.736 -0.018  -0.84
N1 -2.280 -0.408 -0.621  0.39
C1 -0.503 -0.566 1.054  -0.31
H1 0.182 0.211 0.695  0.21
H2 0.056 -1.450 0.800  0.20
H3 -0.540 -0.422 2.067  0.21

Summary:
E_tot = -793.67793 a.u.
HOMO-LUMO gap = 9.31 eV
charge = 0
spin multiplicity = 1
HOMO = -10.7 eV

=====

(4)
This record from OMol25 describes an isolated molecule of CH3NO4S. The level of theory is ωB97M-V/def2-TZVPD.

Each line ends with the natural charge from an NBO analysis.
Atoms and positions in Å:
S1 -1.032 0.075 -0.821  2.15
O1 -2.118 -0.648 -1.398  -0.87
O2 1.308 -0.568 0.231  -0.53
O3 -2.853 0.711 0.929  -0.42
O4 -0.071 0.720 -1.682  -0.92
N1 -0.066 -0.868 0.238  -0.57
C1 -1.818 1.103 0.449  0.15
H1 1.441 -0.339 -0.654  0.47
H2 -1.426 2.106 0.759  0.18
H3 -0.111 -1.791 0.202  0.38

Summary:
E_tot = -793.67557 a.u.
HOMO-LUMO gap = 10.20 eV
charge = 0
SMILES = O=CS(=O)(=O)NO
spin multiplicity = 1
HOMO = -10.8 eV

=====

(5)
This record from OMol25 describes a cluster of 2 separate species, CH3NO4S in total. The level of theory is ωB97M-V/def2-TZVPD.

Each line ends with the Löwdin spin population.
Atoms and positions in Å:
S1 1.538 0.382 1.583  0.79
O1 -0.495 0.374 -0.331  0.02
O2 1.752 1.817 1.395  0.57
O3 -1.655 -1.393 -1.205  0.00
O4 0.353 0.008 2.286  0.46
N1 0.684 -0.357 -0.607  0.15
C1 -1.642 -0.348 -0.546  0.00
H1 0.530 -0.925 -1.545  0.02
H2 -2.542 0.198 -0.250  0.00
H3 1.478 0.243 -0.779  0.00

Summary:
expectation value of S² = 2.011
E_tot = -793.59106 a.u.
HOMO-LUMO gap (alpha / beta) = 8.08 / 6.70 eV
charge = 0
spin multiplicity = 3
HOMO (alpha / beta) = -7.6 / -10.6 eV

=====

(6)
This record from OMol25 describes a structure of composition CH3NO5. The level of theory is ωB97M-V/def2-TZVPD.

Each line ends with the natural charge from an NBO analysis.
Atoms and positions in Å:
O1 -0.222 0.614 -1.162  -0.64
O2 0.040 -1.405 -0.224  -0.62
O3 2.289 -0.916 0.349  -0.38
O4 -0.302 0.571 1.236  -0.89
O5 2.369 1.105 -0.375  -0.28
N1 1.832 0.083 -0.112  0.51
C1 0.374 -0.162 -0.348  0.84
H1 -0.705 1.370 1.081  0.44
H2 0.926 -1.703 0.030  0.50
H3 -0.875 0.200 -1.699  0.52

Summary:
E_tot = -470.68718 a.u.
HOMO-LUMO gap = 9.43 eV
charge = 0
spin multiplicity = 1
HOMO = -10.3 eV

=====

(7)
This record from OMol25 describes a cluster of 2 separate species, CH3NOS in total. The level of theory is ωB97M-V/def2-TZVPD.

Each line ends with the Löwdin spin population.
Atoms and positions in Å:
S1 -1.160 -0.460 2.011  0.65
O1 0.851 1.096 -2.048  0.00
N1 -0.242 -1.397 1.385  1.20
C1 0.217 0.804 -1.048  0.01
H1 0.674 1.056 -0.068  0.00
H2 -0.646 0.347 -0.954  0.00
H3 -0.963 0.784 1.479  0.14

Summary:
expectation value of S² = 2.013
E_tot = -567.89994 a.u.
HOMO-LUMO gap (alpha / beta) = 8.99 / 8.39 eV
charge = 0
spin multiplicity = 3
HOMO (alpha / beta) = -8.7 / -10.5 eV

=====

(8)
This record from OMol25 describes a structure of composition CH3NS. The level of theory is ωB97M-V/def2-TZVPD.

Each line ends with the natural charge from an NBO analysis.
Atoms and positions in Å:
S1 -0.923 0.175 -0.050  0.15
N1 0.533 -0.628 -0.039  -0.56
C1 1.484 0.214 0.043  -0.09
H1 -1.943 -0.808 0.614  0.14
H2 2.564 -0.228 -0.085  0.18
H3 1.518 1.344 0.289  0.17

Summary:
E_tot = -492.76549 a.u.
HOMO-LUMO gap = 9.66 eV
charge = 0
spin multiplicity = 1
HOMO = -9.0 eV

=====

(9)
This record from OMol25 describes an isolated molecule of CH3NS2. The level of theory is ωB97M-V/def2-TZVPD.

Each line ends with the natural charge from an NBO analysis.
Atoms and positions in Å:
S1 -0.601 -0.034 -0.533  0.38
S2 2.064 1.652 -0.192  0.09
N1 -0.982 -1.157 0.900  -0.96
C1 0.860 0.979 -0.976  -0.52
H1 -0.193 -1.558 1.457  0.39
H2 0.642 1.043 -2.107  0.23
H3 -1.791 -0.925 1.452  0.38

Summary:
E_tot = -890.94755 a.u.
HOMO-LUMO gap = 8.29 eV
charge = 0
SMILES = NSC=S
spin multiplicity = 1
HOMO = -8.7 eV

=====

(10)
This record from OMol25 describes a cluster of 2 separate species, CH3NS2 in total. The level of theory is ωB97M-V/def2-TZVPD.

Each line ends with the natural charge from an NBO analysis.
Atoms and positions in Å:
S1 -2.547 0.175 -0.134  -0.30
S2 3.393 0.076 0.241  0.08
N1 0.814 -0.586 0.021  -0.70
C1 1.980 -0.464 0.223  0.20
H1 -2.460 1.438 -0.566  0.15
H2 0.070 -0.528 0.725  0.42
H3 -1.251 -0.112 -0.511  0.16

Summary:
E_tot = -890.99904 a.u.
HOMO-LUMO gap = 10.31 eV
charge = 0
SMILES = N=C=S.S
spin multiplicity = 1
HOMO = -9.8 eV

=====

(11)
This record from OMol25 describes a cluster of 2 separate species, CH3NS2 in total. The level of theory is ωB97M-V/def2-TZVPD.

Each line ends with the natural charge from an NBO analysis.
Atoms and positions in Å:
S1 0.855 -1.961 0.350  -0.48
S2 -2.240 0.181 0.630  0.17
N1 0.291 1.018 -0.184  -0.80
C1 -0.700 0.359 0.332  0.13
H1 1.337 0.886 0.214  0.45
H2 0.229 1.971 -0.546  0.40
H3 0.228 -2.452 -0.795  0.13

Summary:
E_tot = -890.92844 a.u.
HOMO-LUMO gap (alpha / beta) = 6.44 / 7.55 eV
charge = 0
spin multiplicity = 1
HOMO (alpha / beta) = -7.9 / -8.5 eV

=====

(12)
This record from OMol25 describes a cluster of 2 separate species, CH3NS2 in total. The level of theory is ωB97M-V/def2-TZVPD.

Each line ends with the natural charge from an NBO analysis.
Atoms and positions in Å:
S1 -1.321 -0.380 1.355  0.18
S2 0.061 -2.419 -0.601  0.17
N1 0.009 0.558 -1.045  -0.84
C1 -0.417 -1.113 0.084  -0.29
H1 -1.812 -1.376 1.978  0.11
H2 -0.895 1.014 -1.013  0.33
H3 0.042 -0.029 -1.849  0.34

Summary:
E_tot = -890.92582 a.u.
HOMO-LUMO gap (alpha / beta) = 8.43 / 8.42 eV
charge = 0
spin multiplicity = 1
HOMO (alpha / beta) = -8.8 / -8.8 eV

=====

(13)
This record from OMol25 describes an isolated molecule of CH3NS3. The level of theory is ωB97M-V/def2-TZVPD.

Each line ends with the natural charge from an NBO analysis.
Atoms and positions in Å:
S1 0.328 -2.146 0.082  0.00
S2 1.939 0.248 -0.514  0.06
S3 -2.229 -0.130 -0.386  0.23
N1 -0.638 0.351 -0.232  -0.78
C1 0.456 -0.597 -0.190  -0.17
H1 -0.399 1.270 -0.461  0.40
H2 2.845 -0.632 -0.728  0.15
H3 -2.421 0.607 -1.550  0.11

Summary:
E_tot = -1289.17489 a.u.
HOMO-LUMO gap = 9.10 eV
charge = 0
SMILES = S=C(S)NS
spin multiplicity = 1
HOMO = -8.8 eV

=====

(14)
This record from OMol25 describes a structure of composition CH3NSSi. The level of theory is ωB97M-V/def2-TZVPD.

Each line ends with the natural charge from an NBO analysis.
Atoms and positions in Å:
S1 -1.236 -1.217 0.350  -0.16
Si1 1.265 -0.136 0.117  0.80
N1 -2.266 1.287 -0.309  -0.37
C1 -1.936 0.264 -0.017  0.05
H1 0.525 1.125 -0.377  -0.08
H2 1.491 -1.024 -1.098  -0.12
H3 2.157 -0.300 1.334  -0.11

Summary:
E_tot = -782.26152 a.u.
HOMO-LUMO gap = 8.18 eV
charge = 0
spin multiplicity = 1
HOMO = -9.3 eV

=====

(15)
This record from OMol25 describes a structure of composition CH3NSi. The level of theory is ωB97M-V/def2-TZVPD.

Each line ends with the natural charge from an NBO analysis.
Atoms and positions in Å:
Si1 -0.040 -0.613 0.103  0.74
N1 0.464 2.274 -0.444  -0.28
C1 0.210 1.179 -0.231  -0.15
H1 1.164 -1.211 0.758  -0.11
H2 -0.835 -1.138 -1.492  -0.07
H3 -0.963 -0.491 1.306  -0.12

Summary:
E_tot = -384.08136 a.u.
HOMO-LUMO gap = 11.75 eV
charge = 0
spin multiplicity = 1
HOMO = -11.7 eV

=====

(16)
This record from OMol25 describes a cluster of 2 separate species, CH3O2S in total. The level of theory is ωB97M-V/def2-TZVPD.

Each line ends with the natural charge from an NBO analysis.
Atoms and positions in Å:
S1 -0.108 0.473 1.453  0.85
O1 0.804 0.753 2.639  -1.04
O2 -0.537 0.514 -2.017  -0.99
C1 0.097 -0.789 0.351  -0.92
H1 0.078 -0.155 -1.649  0.50
H2 -1.146 0.732 -1.337  0.47
H3 0.812 -1.527 0.559  0.13

Summary:
E_tot = -588.52255 a.u.
HOMO-LUMO gap (alpha / beta) = 7.92 / 7.92 eV
charge = -1
spin multiplicity = 1
HOMO (alpha / beta) = -3.7 / -3.7 eV

=====

(17)
This record from OMol25 describes a cluster of 2 separate species, CH3O2S in total. The level of theory is ωB97M-V/def2-TZVPD.

Each line ends with the natural charge from an NBO analysis.
Atoms and positions in Å:
S1 0.652 -0.134 0.024  1.96
O1 1.268 -0.621 1.256  -0.97
O2 1.405 -0.607 -1.122  -0.97
C1 -1.038 -0.617 -0.050  -0.98
H1 -1.404 -0.295 -0.971  0.17
H2 0.643 2.135 0.143  -0.37
H3 -1.526 0.139 0.720  0.17

Summary:
E_tot = -588.44952 a.u.
HOMO-LUMO gap (alpha / beta) = 6.96 / 7.24 eV
charge = -1
spin multiplicity = 1
HOMO (alpha / beta) = -3.4 / -3.7 eV

=====

(18)
This record from OMol25 describes a cluster of 2 separate species, CH3O2S in total. The level of theory is ωB97M-V/def2-TZVPD.

Each line ends with the natural charge from an NBO analysis.
Atoms and positions in Å:
S1 1.302 0.204 -1.689  1.06
O1 1.632 -0.679 -2.836  -1.02
O2 2.082 1.484 -1.654  -1.02
C1 -1.212 -0.291 1.705  -0.52
H1 -0.562 0.531 1.882  0.17
H2 -0.929 -0.961 0.827  0.18
H3 -2.314 -0.288 1.764  0.15

Summary:
E_tot = -588.51225 a.u.
HOMO-LUMO gap (alpha / beta) = 8.44 / 4.05 eV
charge = -1
spin multiplicity = 1
HOMO (alpha / beta) = -4.5 / -1.2 eV

=====

(19)
This record from OMol25 describes a cluster of 2 separate species, CH3O2S2 in total. The level of theory is ωB97M-V/def2-TZVPD.

Each line ends with the natural charge from an NBO analysis.
Atoms and positions in Å:
S1 1.859 -0.643 -0.278  -0.42
S2 -0.924 0.341 -0.610  1.42
O1 -0.865 -1.290 -1.018  -0.93
O2 -2.020 0.515 0.381  -0.99
C1 0.660 0.274 0.436  -0.63
H1 0.803 1.992 0.335  -0.11
H2 -0.077 -1.655 -0.659  0.49
H3 0.564 0.465 1.413  0.18

Summary:
E_tot = -986.69959 a.u.
HOMO-LUMO gap = 7.22 eV
charge = -1
spin multiplicity = 1
HOMO = -3.5 eV

=====

(20)
This record from OMol25 describes a cluster of 2 separate species, CH3O3 in total. The level of theory is ωB97M-V/def2-TZVPD.

Each line ends with the natural charge from an NBO analysis.
Atoms and positions in Å:
O1 -0.976 -0.776 -1.147  -0.77
O2 -0.235 -0.613 0.973  -0.81
O3 0.733 1.859 0.395  -1.02
C1 -0.410 -1.200 -0.129  0.63
H1 0.370 0.952 0.590  0.51
H2 0.557 2.036 -0.537  0.45
H3 -0.039 -2.257 -0.146  0.00

Summary:
E_tot = -265.69476 a.u.
HOMO-LUMO gap = 9.06 eV
charge = -1
spin multiplicity = 1
HOMO = -4.4 eV